[1]
Density functional theory data (ωB97M-V/def2-TZVPD) for a structure of composition C3H10NS2.

The energy relative to the best compared isomer or geometry (same formula, charge and spin) is 276.9 kJ/mol. The value obtained for the frontier orbital gap is 9.74 eV. The value obtained for the maximum force is 4.644 eV Å⁻¹.

ORCA input file:
```
! RIJCOSX wB97M-V def2-TZVPD def2/J DEFGRID3
* xyz 1 1
S -2.34488 0.51743 0.66111
S -0.61313 -1.91581 0.03712
N 1.76895 -0.36689 0.55849
C 0.73156 0.58406 0.95262
C -0.84258 -0.03295 -0.08519
C -0.55872 0.41171 -1.50429
H -1.45179 0.18986 -2.08312
H -1.13285 -1.88433 1.13624
H 1.26730 -1.24641 0.18792
H -2.71010 1.23449 -0.27982
H 0.83448 1.64653 0.73063
H 2.55605 -0.54056 1.25444
H -0.34447 1.39078 -1.33878
H 0.22076 -0.24099 -1.82888
H 2.20741 -0.14776 -0.38949
H 0.41202 0.40084 1.99098
*
```

[2]
Density functional theory data (ωB97M-V/def2-TZVPD) for a cluster of 2 separate species, C3H10O in total.

The energy relative to the best compared isomer or geometry (same formula, charge and spin) is 54.0 kJ/mol. The value obtained for the frontier orbital gap (spin up / spin down) is 12.90 / 6.36 eV. The value obtained for the maximum force is 4.100 eV Å⁻¹. Its expectation value of S² is 0.7545.

ORCA input file:
```
! RIJCOSX wB97M-V def2-TZVPD def2/J DEFGRID3
* xyz 1 2
O -1.04687 -0.54251 0.23863
C -0.92218 0.50145 -0.74082
C 1.91750 -1.66375 0.80257
C -1.25536 1.98391 -0.28435
H -1.40180 0.23793 -1.76384
H -0.53724 2.71091 -0.52981
H 2.49060 -2.47331 0.26503
H 2.54961 -1.37571 1.67858
H -1.38014 2.03321 0.81657
H -2.15318 2.32977 -0.65889
H -1.08810 -1.44294 -0.05408
H 1.76240 -0.73251 0.12265
H 0.11309 0.52907 -1.03086
H 0.95167 -2.09553 1.13862
*
```

[3]
Density functional theory data (ωB97M-V/def2-TZVPD) for a cluster of 2 separate species, C3H10O2 in total.

Its SMILES is CCO.CO. The energy relative to the best compared isomer or geometry (same formula, charge and spin) is 169.3 kJ/mol. The value obtained for the frontier orbital gap is 10.97 eV. The value obtained for the maximum force is 2.544 eV Å⁻¹.

ORCA input file:
```
! RIJCOSX wB97M-V def2-TZVPD def2/J DEFGRID3
* xyz 0 1
O 1.63889 3.63119 -1.38060
O -2.03278 -0.89094 -0.26080
C -0.45085 -2.44413 0.89324
C -1.46612 -1.27090 1.00419
C 1.76745 2.25742 -1.13204
H 2.70819 2.23745 -0.43197
H -2.60246 -1.63838 -0.58326
H -0.38490 -2.70526 -0.13832
H 0.88583 1.60713 -0.73575
H 0.46416 -1.86774 1.15265
H 2.01537 1.89237 -2.16022
H 1.19985 4.18517 -0.73425
H -2.26229 -1.26269 1.75111
H -0.60681 -3.33463 1.44657
H -0.87352 -0.39605 1.30946
*
```

[4]
Density functional theory data (ωB97M-V/def2-TZVPD) for a cluster of 2 separate species, C3H10O2S in total.

Its SMILES is OCCCS.O. The energy relative to the best compared isomer or geometry (same formula, charge and spin) is 1.7 kJ/mol. The value obtained for the frontier orbital gap is 9.39 eV. The value obtained for the maximum force is 0.931 eV Å⁻¹.

ORCA input file:
```
! RIJCOSX wB97M-V def2-TZVPD def2/J DEFGRID3
* xyz 0 1
S 3.03107 -0.14580 0.38341
O -1.37835 0.89896 -0.85850
O -1.48969 0.45993 1.95698
C 0.66721 -0.36530 -0.99490
C -0.85334 -0.41719 -1.03873
C 1.21062 -0.04489 0.39319
H 1.02681 1.00876 0.60836
H 3.29782 -0.83236 1.49868
H -2.17729 0.71610 2.58165
H -1.57468 1.06245 1.20508
H -2.07084 1.06416 -1.50083
H 0.91279 0.41048 -1.72267
H 1.12282 -1.28953 -1.37691
H -1.29395 -1.07084 -0.28920
H 0.69822 -0.60878 1.16654
H -1.12921 -0.84615 -2.01215
*
```

[5]
Density functional theory data (ωB97M-V/def2-TZVPD) for a cluster of 3 separate species, C3H10O3 in total.

Its SMILES is C=C(C)O.O.O. The energy relative to the best compared isomer or geometry (same formula, charge and spin) is 106.3 kJ/mol. The value obtained for the frontier orbital gap is 10.10 eV. The value obtained for the maximum force is 1.748 eV Å⁻¹.

ORCA input file:
```
! RIJCOSX wB97M-V def2-TZVPD def2/J DEFGRID3
* xyz 0 1
O -5.10185 4.25441 0.45160
O 1.64522 -2.49818 -4.37131
O 0.62500 -1.36178 2.19249
C 1.13187 -0.50398 1.21711
C 2.18584 0.22954 1.57338
C 0.58437 -0.74561 -0.17114
H -0.32181 -0.16425 -0.32465
H -4.64339 3.85178 1.18818
H -0.15466 -0.95922 2.58198
H 1.99801 -1.84031 -3.73354
H 0.90354 -2.12314 -4.81545
H -5.38608 5.15716 0.66519
H 1.37582 -0.48726 -0.87494
H 2.50908 0.43572 2.58365
H 2.65527 0.91116 0.85443
H 0.29479 -1.78708 -0.23837
*
```

[6]
Density functional theory data (ωB97M-V/def2-TZVPD) for a cluster of 3 separate species, C3H10O3 in total.

Its SMILES is C/C=C/O.O.O. The energy relative to the best compared isomer or geometry (same formula, charge and spin) is 187.3 kJ/mol. The value obtained for the frontier orbital gap is 9.41 eV. The value obtained for the maximum force is 6.217 eV Å⁻¹.

ORCA input file:
```
! RIJCOSX wB97M-V def2-TZVPD def2/J DEFGRID3
* xyz 0 1
O -0.06201 3.44000 -2.85687
O -2.45824 -3.65627 0.89626
O 0.35767 0.61846 -1.50770
C 0.99278 0.08529 -0.40200
C 0.74812 -0.31226 2.13096
C 0.17704 -0.22163 0.65311
H 0.66208 1.52707 -1.50613
H 2.00400 0.04556 -0.42409
H -2.27115 -4.48691 0.52903
H -0.90362 -0.16312 0.62084
H 0.28294 4.14195 -3.49565
H 0.55698 0.60234 2.74574
H -1.50872 -3.49717 1.12640
H -0.88319 3.34721 -3.30845
H 0.51899 -1.16904 2.65410
H 1.78632 -0.30148 2.14443
*
```

[7]
Density functional theory data (ωB97M-V/def2-TZVPD) for a structure of composition C3H10O3S.

The energy relative to the best compared isomer or geometry (same formula, charge and spin) is 169.8 kJ/mol. The value obtained for the frontier orbital gap is 5.94 eV. The value obtained for the maximum force is 3.033 eV Å⁻¹.

ORCA input file:
```
! RIJCOSX wB97M-V def2-TZVPD def2/J DEFGRID3
* xyz -2 1
S -0.52421 2.17514 3.52372
O -1.34570 -1.62829 -1.42771
O -0.69930 -0.59455 -4.13188
O 0.44266 -0.17238 -1.08968
C 0.56054 0.84650 2.60106
C 0.03157 -0.06849 1.36681
C 0.81861 0.41847 0.08998
H 1.42911 1.41948 2.26779
H -0.32115 -1.31279 -3.52363
H -1.01615 0.01689 1.18702
H 0.90475 0.09068 3.37910
H 0.82085 1.50553 0.02302
H -2.06269 -1.01442 -1.47694
H 1.96313 0.18463 0.35596
H -0.84416 -0.04022 -3.34305
H 0.32804 -1.09773 1.62049
H -0.48589 -0.72845 -1.42206
*
```

[8]
Density functional theory data (ωB97M-V/def2-TZVPD) for a cluster of 2 separate species, C3H10OP2 in total.

The energy relative to the best compared isomer or geometry (same formula, charge and spin) is 498.7 kJ/mol. The value obtained for the frontier orbital gap (spin up / spin down) is 7.80 / 7.31 eV. The value obtained for the maximum force is 4.173 eV Å⁻¹.

ORCA input file:
```
! RIJCOSX wB97M-V def2-TZVPD def2/J DEFGRID3
* xyz 0 1
P -1.73662 0.54036 -0.22662
P -0.23714 -1.01544 0.02792
O 1.83041 -0.03959 -0.53965
C 1.68573 1.27102 -0.00418
C 2.96272 -0.75318 -0.20353
C -3.28522 -0.41391 0.16297
H 3.08481 -1.47414 -0.91827
H 0.63283 1.56089 0.05688
H -3.78262 0.40106 0.71135
H -3.97307 -0.53204 -0.64386
H 2.23213 1.94317 -0.73798
H -1.50760 0.96146 1.10757
H 3.20214 -0.79801 0.77546
H -3.04517 -1.32011 0.67814
H 2.25922 1.19509 0.92989
H -0.32254 -1.52665 -1.17608
*
```

[9]
Density functional theory data (ωB97M-V/def2-TZVPD) for a cluster of 3 separate species, C3H10OS in total.

The energy relative to the best compared isomer or geometry (same formula, charge and spin) is 481.2 kJ/mol. The value obtained for the frontier orbital gap is 5.13 eV. The value obtained for the maximum force is 3.434 eV Å⁻¹.

ORCA input file:
```
! RIJCOSX wB97M-V def2-TZVPD def2/J DEFGRID3
* xyz 0 1
S 0.00394 -1.59357 0.92166
O -0.60317 -1.32336 -2.10440
C 1.23429 1.80375 0.14824
C -0.02070 1.77959 -0.57912
C -0.48997 1.56040 0.87250
H -0.65683 -2.21100 -2.65493
H 1.80943 2.74899 0.00700
H -0.07701 0.68174 1.44676
H -0.51400 2.40531 1.60859
H -1.53608 1.25333 0.78168
H 1.65602 0.82741 0.39942
H 0.82033 -2.48913 1.32826
H -0.42685 -1.58611 -1.17322
H -0.15392 0.96790 -1.24837
H -0.50050 2.62317 -1.05618
*
```

[10]
Density functional theory data (ωB97M-V/def2-TZVPD) for a cluster of 2 separate species, C3H10OS2 in total.

The energy relative to the best compared isomer or geometry (same formula, charge and spin) is 558.2 kJ/mol. The value obtained for the frontier orbital gap is 4.18 eV. The value obtained for the maximum force is 1.635 eV Å⁻¹.

ORCA input file:
```
! RIJCOSX wB97M-V def2-TZVPD def2/J DEFGRID3
* xyz 0 1
S 1.83090 -0.91369 -1.17914
S -2.44992 -1.23511 -0.44384
O 2.04825 2.82655 0.30859
C 1.29567 0.05728 0.27051
C -0.12060 -0.23749 0.70033
C -1.09571 -0.01023 -0.46068
H 2.31387 2.84714 -0.61716
H -3.57916 -0.53119 -0.64984
H 1.94907 -0.22251 1.08642
H -0.59099 -0.04563 -1.42271
H 1.41930 1.13551 0.02080
H -1.58473 0.95124 -0.34455
H -2.51295 -1.66583 0.83150
H -0.39877 0.45843 1.49095
H 1.70651 -2.16998 -0.70552
H -0.23074 -1.24448 1.11432
*
```

[11]
Density functional theory data (ωB97M-V/def2-TZVPD) for a cluster of 3 separate species, C3H10OS2 in total.

The energy relative to the best compared isomer or geometry (same formula, charge and spin) is 395.0 kJ/mol. The value obtained for the frontier orbital gap is 5.09 eV. The value obtained for the maximum force is 1.679 eV Å⁻¹.

ORCA input file:
```
! RIJCOSX wB97M-V def2-TZVPD def2/J DEFGRID3
* xyz 0 1
S -0.26079 -1.77231 0.83250
S 1.00570 1.27428 -1.20077
O -2.19913 -0.21678 -1.56281
C 0.51536 -1.91739 -0.76367
C -0.22129 1.43683 1.30048
C 1.06520 1.08630 0.51739
H -2.18948 -0.54340 -0.65336
H -0.19974 2.47671 1.60170
H -1.15428 1.13629 0.83685
H -1.46735 0.41532 -1.58439
H -0.24755 -1.80635 -1.51869
H 1.34223 -1.20423 -0.97187
H 1.86009 1.68412 0.97582
H 0.89698 -2.92946 -0.79835
H 1.31534 0.00379 0.75810
H -0.06129 0.87629 2.23107
*
```

[12]
Density functional theory data (ωB97M-V/def2-TZVPD) for a cluster of 2 separate species, C3H10OS2 in total.

Its SMILES is CCCSS.O. The energy relative to the best compared isomer or geometry (same formula, charge and spin) is 120.0 kJ/mol. The value obtained for the frontier orbital gap is 9.27 eV. The value obtained for the maximum force is 3.079 eV Å⁻¹.

ORCA input file:
```
! RIJCOSX wB97M-V def2-TZVPD def2/J DEFGRID3
* xyz 0 1
S -0.95542 -2.90711 -1.71671
S -1.03291 -2.76136 0.40523
O 0.25691 2.89586 -0.41387
C 0.85413 0.81916 0.67713
C 0.54592 -0.53695 0.05710
C -0.59067 -1.08982 0.88952
H 1.68089 1.29066 0.11966
H 1.10723 0.82166 1.75070
H 1.47249 -1.13997 -0.00022
H -1.54801 -0.56937 0.69436
H -2.22737 -2.54235 -1.98427
H -0.02718 2.19953 -1.04842
H 0.15371 -0.42395 -0.97191
H -0.38541 -1.02104 1.97514
H -0.05820 1.42118 0.52936
H 0.75391 3.54385 -0.96282
*
```

[13]
Density functional theory data (ωB97M-V/def2-TZVPD) for a cluster of 2 separate species, C3H10S in total.

Its SMILES is CCS.C. The energy relative to the best compared isomer or geometry (same formula, charge and spin) is 37.1 kJ/mol. The value obtained for the frontier orbital gap is 9.95 eV. The value obtained for the maximum force is 1.399 eV Å⁻¹.

ORCA input file:
```
! RIJCOSX wB97M-V def2-TZVPD def2/J DEFGRID3
* xyz 0 1
S -0.51079 -1.78116 2.09062
C -1.86456 -0.45449 -0.04779
C 1.99121 1.23512 -1.12001
C -0.78073 -0.31604 1.02362
H -0.96503 0.48463 1.74564
H 1.24292 1.59479 -1.83737
H 3.02899 1.60146 -1.24357
H 1.76446 1.52683 -0.09991
H -2.51905 -1.27234 0.24273
H -2.32216 0.50388 -0.29146
H -1.35871 -0.63122 -1.00512
H -0.04770 -2.57878 1.12474
H 2.13850 0.14757 -1.21499
H 0.20264 -0.06026 0.63288
*
```

[14]
Density functional theory data (ωB97M-V/def2-TZVPD) for a cluster of 2 separate species, C3H10S2 in total.

Its SMILES is CSC.CS. The energy relative to the best compared isomer or geometry (same formula, charge and spin) is 145.8 kJ/mol. The value obtained for the frontier orbital gap is 9.30 eV. The value obtained for the maximum force is 3.941 eV Å⁻¹.

ORCA input file:
```
! RIJCOSX wB97M-V def2-TZVPD def2/J DEFGRID3
* xyz 0 1
S -2.30746 0.76494 0.97192
S 1.36205 -1.08638 -2.38425
C 2.34085 0.27191 -1.58351
C 1.50209 -2.34767 -1.09753
C -3.14456 1.95393 2.12358
H -2.73181 1.76686 3.10248
H 2.50945 -2.24716 -0.61036
H 1.20369 -3.24359 -1.58444
H -3.06468 2.98527 1.74649
H -1.72736 -0.08097 1.81588
H 1.84614 0.45643 -0.56188
H -4.29925 1.57898 2.07321
H 2.34402 1.36245 -2.21692
H 0.80038 -2.19287 -0.27272
H 3.36646 0.05788 -1.52196
*
```

[15]
Density functional theory data (ωB97M-V/def2-TZVPD) for a cluster of 2 separate species, C3H10S3 in total.

Its SMILES is CCS.CSS. The energy relative to the best compared isomer or geometry (same formula, charge and spin) is 126.3 kJ/mol. The value obtained for the frontier orbital gap is 9.08 eV. The value obtained for the maximum force is 3.307 eV Å⁻¹.

ORCA input file:
```
! RIJCOSX wB97M-V def2-TZVPD def2/J DEFGRID3
* xyz 0 1
S -2.16812 -0.47435 -0.15217
S 2.18908 -0.06686 -0.55616
S 3.11896 1.28078 -1.93033
C -1.50030 -0.65406 1.50536
C -1.17634 -2.18320 1.86555
C 2.09263 2.65164 -2.07580
H -0.64885 -2.10953 2.92609
H -3.20749 -1.38876 -0.33783
H 1.32846 2.71412 -1.31220
H -2.25905 -0.21618 2.04810
H -0.45602 -2.37476 1.03809
H 2.66316 3.57253 -2.21203
H -0.51270 -0.14558 1.53416
H 1.12598 -0.17691 -1.33233
H -1.96719 -3.01476 1.90022
H 1.37779 2.58586 -2.90871
*
```

Molecular weight for the records above, in order: 124.3 62.1 78.1 110.2 94.1 94.1 126.2 124.1 94.2 126.2 126.2 126.2 78.2 110.2 142.3 g mol⁻¹